Below is a molecular structure, C32H34N2NaO2 in a non-equilibrium geometry, with properties calculated with ωB97M-V/def2-TZVPD.

Element x y z (Å)
C: 8.0379 2.0871 -0.2150
O: 7.5698 0.7495 0.0145
C: 6.2318 0.5656 0.1660
C: 5.8017 -0.7603 0.4024
C: 4.4652 -1.0370 0.5319
C: 3.4726 -0.0326 0.3612
C: 2.0778 -0.3732 0.4748
C: 1.0707 0.5897 0.4479
C: -0.3040 0.4228 0.6085
N: -1.1808 1.4493 0.6236
C: -2.6153 1.1820 0.7724
C: -3.1693 0.2794 -0.3330
C: -4.6501 0.0458 -0.1946
C: -5.5279 0.4296 -1.2125
C: -6.9065 0.3160 -1.0217
C: -7.4115 -0.2324 0.1654
C: -6.5237 -0.6641 1.1590
C: -5.1441 -0.5375 0.9746
C: -3.2162 2.5883 0.7608
O: -4.3984 2.8877 0.8935
N: -2.1913 3.4709 0.5775
C: -2.4248 4.8916 0.4549
C: -0.8640 2.8887 0.4560
C: 0.0416 3.4745 1.5553
C: -0.2938 3.2355 -0.9286
C: 3.9289 1.2972 0.1074
C: 5.2766 1.6020 0.0407
H: 9.1175 1.9747 -0.2864
H: 7.6312 2.4954 -1.1517
H: 7.7723 2.7391 0.6295
H: 6.5628 -1.5307 0.4602
H: 4.1568 -2.0414 0.8024
H: 1.8603 -1.4270 0.7013
H: 1.4039 1.6097 0.2955
H: -0.7456 -0.5700 0.8078
H: -2.8245 0.7321 1.7604
H: -2.9387 0.7411 -1.3061
H: -2.6271 -0.6795 -0.2937
H: -5.1170 0.8414 -2.1379
H: -7.5876 0.6691 -1.7974
H: -8.4913 -0.3369 0.3068
H: -6.9048 -1.0883 2.0889
H: -4.4443 -0.8725 1.7441
H: -3.4964 5.0783 0.5466
H: -1.8872 5.4339 1.2424
H: -2.0739 5.2570 -0.5191
H: -0.4822 3.4425 2.5203
H: 0.9849 2.9294 1.6431
H: 0.2698 4.5232 1.3191
H: -1.0393 3.0036 -1.7030
H: -0.0742 4.3116 -0.9643
H: 0.6249 2.6774 -1.1293
H: 3.2247 2.1277 0.0096
H: 5.5912 2.6308 -0.1455
C: 2.5251 -5.4446 -0.7495
Na: -0.5375 -2.9753 1.6045
C: 3.1378 -4.1653 -0.7675
C: 2.1471 -3.1782 -0.9897
C: 0.8781 -3.8272 -1.0789
C: 1.1042 -5.2491 -0.8789
C: -0.0336 -6.0666 -0.7674
C: -1.3083 -5.4789 -0.7606
C: -1.5064 -4.1189 -1.0688
C: -0.4022 -3.2739 -1.2189
H: 3.0112 -6.4150 -0.6485
H: 4.1944 -3.9690 -0.6640
H: 2.2562 -2.1068 -1.1228
H: 0.0925 -7.1517 -0.6333
H: -2.1816 -6.1086 -0.5655
H: -2.5219 -3.7394 -1.2646
H: -0.4744 -2.2193 -1.5123

orbital gap = 0.1230 hartree
total charge = +1
HOMO level = -0.3002 Ha
F_max = 0.038 hartree/bohr

=====

Below is 5 unconnected molecules or ions with the total composition C32H34N6O2 in a non-equilibrium geometry, with properties calculated with ωB97M-V/def2-TZVPD.

Element x y z (Å)
C: -0.2074 -1.7051 -3.8743
C: 1.2686 -2.2939 -3.5642
C: 2.4341 -1.1592 -3.6715
C: 2.4097 -0.3912 -2.2394
N: 3.0108 0.9942 -2.3049
C: 1.9109 1.9098 -1.8903
C: 1.3383 1.9129 -0.4213
C: 0.1391 2.8408 0.0354
C: -0.4512 3.7780 -1.0814
C: 0.1634 3.7550 -2.4928
C: 1.3304 2.8488 -2.9683
C: 1.6916 3.0811 -4.4969
O: 2.5210 2.5427 -5.2571
N: 0.7823 4.2001 -4.8921
C: -0.1628 4.5858 -3.8090
O: -1.0421 5.4660 -3.9262
H: -0.2836 -0.5752 -3.6576
H: -0.9512 -2.2129 -3.1549
H: -0.4690 -1.9293 -4.9633
H: 1.2638 -2.6140 -2.4550
H: 1.5374 -3.2142 -4.1812
H: 3.4313 -1.6964 -3.8304
H: 2.2050 -0.4563 -4.5492
H: 1.2968 -0.3699 -1.9305
H: 2.9701 -0.9910 -1.4226
H: 3.7093 1.0845 -1.5498
H: 1.8656 1.1746 0.2894
H: -0.2557 2.8353 1.1142
H: -1.3237 4.4724 -0.8647
H: 0.3350 3.8158 -5.7453
N: -2.6114 0.0181 -1.9956
C: -3.5082 -0.8540 -1.5071
C: -4.5918 -0.4878 -0.7244
C: -4.7599 0.8563 -0.4233
C: -3.8461 1.7786 -0.9138
C: -2.7981 1.3122 -1.6910
H: -3.3322 -1.8929 -1.7674
H: -5.2863 -1.2344 -0.3592
H: -5.5949 1.1822 0.1876
H: -3.9463 2.8353 -0.6980
H: -2.0600 1.9932 -2.1006
N: 1.7066 1.9585 3.9438
C: 2.6438 2.6729 3.2998
C: 2.7854 4.0459 3.4183
C: 1.9059 4.7266 4.2476
C: 0.9258 4.0142 4.9241
C: 0.8694 2.6421 4.7412
H: 3.3054 2.0965 2.6610
H: 3.5626 4.5696 2.8760
H: 1.9834 5.8018 4.3658
H: 0.2224 4.5134 5.5789
H: 0.1233 2.0409 5.2514
N: 2.8776 -2.1667 8.5023
C: 3.8827 -1.8615 7.6660
C: 3.7606 -0.9827 6.6015
C: 2.5280 -0.3848 6.3822
C: 1.4713 -0.6839 7.2304
C: 1.6963 -1.5732 8.2689
H: 4.8253 -2.3566 7.8764
H: 4.6073 -0.7715 5.9601
H: 2.3920 0.3081 5.5582
H: 0.4954 -0.2360 7.0884
H: 0.9025 -1.8361 8.9610
N: -3.7465 -4.1949 -2.7728
C: -3.8103 -4.8528 -1.6038
C: -3.6887 -6.2277 -1.4848
C: -3.4932 -6.9714 -2.6395
C: -3.4251 -6.3175 -3.8613
C: -3.5550 -4.9382 -3.8742
H: -3.9674 -4.2282 -0.7299
H: -3.7457 -6.7050 -0.5144
H: -3.3946 -8.0502 -2.5878
H: -3.2740 -6.8665 -4.7823
H: -3.5051 -4.3812 -4.8044

SMILES = CCCCNc1cccc2c1C(=O)NC2=O.c1ccncc1.c1ccncc1.c1ccncc1.c1ccncc1
relative energy (zero: lowest compared OMol25 entry of this formula, charge and spin) = 119.7 kcal per mole
orbital gap = 0.3034 hartree
total charge = 0
HOMO level = -0.3378 Ha
F_max = 0.096 hartree/bohr

=====

Below is a molecular structure, C32H35As2Cl4FeO3Si in a non-equilibrium geometry, with properties calculated with ωB97M-V/def2-TZVPD.

Element x y z (Å)
Fe: 0.3299 0.4259 -1.9243
Cl: 3.8725 6.1256 -2.1382
C: 3.4370 4.4715 -2.3524
C: 4.4154 3.4907 -2.3477
Cl: 6.0675 3.9248 -2.1123
C: 4.0637 2.1525 -2.5105
Cl: 5.2989 0.9467 -2.5516
C: 2.7309 1.7491 -2.6103
O: 2.3336 0.5248 -2.6730
C: 1.7046 2.7807 -2.6101
O: 0.4782 2.3911 -2.6734
C: 2.1010 4.1155 -2.5127
Cl: 0.8824 5.3364 -2.5454
C: -3.8808 1.1073 -2.3046
As: -2.0672 0.2797 -2.4774
C: -2.4342 -0.3977 -4.3098
C: -2.3771 -1.4279 -1.5513
C: -3.5106 -1.6498 -0.7767
C: -3.7022 -2.8457 -0.1042
C: -2.7380 -3.8336 -0.1838
C: -1.5905 -3.6061 -0.9255
C: -1.3876 -2.4160 -1.6137
As: 0.2881 -2.0529 -2.6118
C: 0.4553 -3.9002 -3.4361
C: 1.6444 -2.3825 -1.2463
H: -4.6624 0.4023 -2.5973
H: -3.9038 1.9666 -2.9798
H: -4.0559 1.4704 -1.2914
H: -3.3657 -0.9654 -4.3458
H: -1.6117 -1.0293 -4.6521
H: -2.5138 0.4588 -4.9802
H: -4.2521 -0.8676 -0.6790
H: -4.6000 -2.9976 0.4810
H: -2.8744 -4.7706 0.3431
H: -0.8250 -4.3714 -0.9536
H: 0.4862 -4.6716 -2.6670
H: 1.3852 -3.9431 -4.0064
H: -0.3781 -4.0955 -4.1123
H: 1.4893 -3.3060 -0.6904
H: 1.6369 -1.5412 -0.5602
H: 2.6103 -2.4032 -1.7469
C: 2.3089 2.0617 3.2100
C: 1.8701 1.7224 1.7904
C: 1.4836 3.0148 1.0778
C: 3.0536 1.1020 1.0542
Si: 0.3846 0.5101 1.6054
O: 0.1737 0.2417 0.0704
C: 0.6370 -1.1964 2.4381
C: 0.0952 -2.2847 1.7647
C: 0.2414 -3.5798 2.2225
C: 0.9162 -3.8176 3.4073
C: 1.4443 -2.7497 4.1102
C: 1.3193 -1.4597 3.6197
C: -1.2738 1.1600 2.2988
C: -2.3703 1.0569 1.4501
C: -3.6458 1.3956 1.8591
C: -3.8525 1.8705 3.1431
C: -2.7718 2.0099 3.9967
C: -1.5013 1.6507 3.5778
H: 3.1259 2.7854 3.1749
H: 2.6698 1.1775 3.7300
H: 1.4927 2.4959 3.7830
H: 2.3327 3.6985 1.0269
H: 0.6641 3.5113 1.5948
H: 1.1608 2.7900 0.0636
H: 3.8964 1.7938 1.0201
H: 2.7649 0.8638 0.0329
H: 3.3750 0.1835 1.5433
H: -0.4454 -2.0944 0.8509
H: -0.1621 -4.4105 1.6572
H: 1.0224 -4.8272 3.7813
H: 1.9817 -2.9283 5.0336
H: 1.7595 -0.6468 4.1776
H: -2.1969 0.6984 0.4422
H: -4.4862 1.2818 1.1857
H: -4.8494 2.1241 3.4785
H: -2.9263 2.3894 4.9990
H: -0.6748 1.7566 4.2660

2S+1 = 5
relative energy (zero: lowest compared OMol25 entry of this formula, charge and spin) = 19.3 kcal per mole
orbital gap (alpha / beta) = 0.2199 / 0.2203 hartree
total charge = -1
HOMO level (alpha / beta) = -0.1381 / -0.1398 Ha
F_max = 0.056 hartree/bohr

=====

Below is a molecular structure, C32H35BCoN4O10P3, with properties calculated with ωB97M-V/def2-TZVPD.

Element x y z (Å)
Co: -0.3434 -0.0239 -0.0729
C: 2.2437 0.8090 2.5717
C: 2.0405 -0.6920 2.6425
O: 2.8305 -1.2101 3.7198
P: 0.2944 -1.1191 2.9588
O: 0.2370 -2.6842 2.9647
O: -0.0666 -0.7759 4.4764
O: -0.6554 -0.4195 2.0483
P: 2.4515 -1.6220 1.0982
O: 3.9412 -1.1827 0.6844
O: 2.4993 -3.0373 1.6107
O: 1.4961 -1.2007 0.0308
H: 1.9918 1.2725 3.5286
H: 1.6305 1.2533 1.7866
H: 3.2969 1.0123 2.3748
H: 3.0397 -2.1268 3.4778
H: 1.0318 -3.0646 2.4609
H: -0.4496 0.1089 4.5370
H: 3.8971 -0.5532 -0.0489
O: 0.5838 -0.8597 -2.6800
C: -0.0061 0.1910 -1.9292
C: -0.0712 1.4118 -2.6315
C: 0.1825 1.6126 -4.0142
C: 0.1042 2.8723 -4.5615
C: -0.2073 3.9934 -3.7783
C: -0.4412 3.8193 -2.4155
C: -0.3933 2.5619 -1.8452
P: -0.5835 2.1815 -0.0788
C: -2.3432 2.5302 0.3098
C: -3.2450 3.1078 -0.5762
C: -4.5802 3.2644 -0.2262
C: -5.0293 2.8642 1.0231
C: -4.1364 2.2836 1.9168
C: -2.8129 2.0999 1.5528
C: 0.2195 3.6664 0.6696
C: 1.5888 3.8165 0.4334
C: 2.3102 4.8291 1.0383
C: 1.6780 5.7108 1.9103
C: 0.3210 5.5722 2.1548
C: -0.4031 4.5592 1.5364
H: 0.4377 0.7599 -4.6307
H: 0.2951 3.0007 -5.6222
H: -0.2483 4.9806 -4.2206
H: -0.6439 4.6846 -1.7907
H: -2.9070 3.4176 -1.5567
H: -5.2701 3.7024 -0.9373
H: -6.0703 2.9907 1.2950
H: -4.4800 1.9618 2.8935
H: -2.1296 1.5937 2.2259
H: 2.0883 3.1269 -0.2394
H: 3.3699 4.9284 0.8378
H: 2.2431 6.4991 2.3925
H: -0.1839 6.2549 2.8278
H: -1.4653 4.4728 1.7299
C: -4.4018 -3.0406 2.9940
C: -5.4151 -2.5583 1.9640
C: -5.8067 -1.1061 2.1947
C: -5.0019 -2.7989 0.5114
N: -3.9804 -1.8944 0.0194
C: -2.7666 -1.5924 0.4996
N: -2.2163 -0.7147 -0.3076
N: -3.1044 -0.5003 -1.2960
N: -4.1539 -1.2070 -1.1193
H: -4.8605 -3.0668 3.9840
H: -3.5347 -2.3820 3.0723
H: -4.0397 -4.0459 2.7690
H: -6.3141 -3.1761 2.0838
H: -4.9469 -0.4419 2.0931
H: -6.2131 -0.9721 3.1987
H: -6.5578 -0.7723 1.4760
H: -5.8558 -2.6245 -0.1435
H: -4.6574 -3.8251 0.3609
H: -2.3046 -1.9860 1.3819
O: 1.6643 -2.9751 -2.3250
B: 0.5945 -2.0805 -2.1091
O: -0.4347 -2.7111 -1.3923
C: 0.0654 -3.9367 -1.0593
C: -0.5106 -4.9107 -0.2779
C: 0.2244 -6.0821 -0.0862
C: 1.4754 -6.2482 -0.6599
C: 2.0543 -5.2516 -1.4483
C: 1.3261 -4.0996 -1.6305
H: -1.4821 -4.7600 0.1736
H: -0.1876 -6.8699 0.5316
H: 2.0216 -7.1651 -0.4796
H: 3.0374 -5.3636 -1.8833

2S+1 = 2
relative energy (zero: lowest compared OMol25 entry of this formula, charge and spin) = 13.9 kcal per mole
orbital gap (alpha / beta) = 0.1806 / 0.1926 hartree
total charge = -1
HOMO level (alpha / beta) = -0.0947 / -0.1066 Ha
F_max = 0.016 hartree/bohr

=====

Below is a molecular structure, C32H35Cl3F3N6O4PRuS in a non-equilibrium geometry, with properties calculated with ωB97M-V/def2-TZVPD.

Element x y z (Å)
Ru: 0.2574 0.0461 0.3455
N: 2.4403 -1.4098 3.8347
C: 1.6619 -1.9690 4.8448
C: 2.2612 -2.7453 5.8314
C: 1.4800 -3.2978 6.8221
C: 0.0951 -3.0856 6.8512
C: -0.5085 -2.3193 5.8846
C: 0.2747 -1.7519 4.8720
S: -0.4779 -0.8067 3.6512
N: 0.7123 -0.4099 2.6213
C: 1.9527 -0.7949 2.7478
C: 2.8921 -0.4129 1.6524
C: 4.2634 -0.5062 1.7836
C: 5.0788 -0.1161 0.7285
C: 4.4918 0.3583 -0.4247
C: 3.1076 0.4179 -0.4883
N: 2.3208 0.0393 0.5171
H: 3.3974 -1.7295 3.7988
H: 3.3306 -2.9175 5.8113
H: 1.9434 -3.9072 7.5863
H: -0.5005 -3.5324 7.6353
H: -1.5794 -2.1571 5.8934
H: 4.7343 -0.8618 2.6897
H: 6.1543 -0.1843 0.8182
H: 5.0839 0.6722 -1.2725
H: 2.5982 0.7792 -1.3713
Cl: -5.4259 -0.4184 -4.1253
C: -4.3553 -0.2956 -2.8169
C: -2.9734 -0.2297 -3.0747
C: -2.1041 -0.1320 -2.0330
Cl: -0.4161 -0.0426 -2.3430
C: -2.5643 -0.1087 -0.6611
O: -1.8082 -0.0525 0.3411
C: -3.9992 -0.1638 -0.4651
Cl: -4.5791 -0.1078 1.1413
C: -4.8671 -0.2572 -1.5122
H: -2.6153 -0.2594 -4.0942
H: -5.9339 -0.3043 -1.3454
O: 0.2143 2.0452 0.2696
P: 0.2275 3.2943 1.1449
N: 1.3599 3.2671 2.3233
C: 1.1573 3.3166 3.7770
C: 2.4840 3.8567 4.2898
C: 3.5040 3.2142 3.3505
C: 2.7969 3.1897 1.9896
N: -1.1939 3.5322 1.9176
C: -2.2383 4.4257 1.3466
C: -3.5558 3.7838 1.7843
C: -3.1854 3.0402 3.0640
C: -1.8184 2.4623 2.7234
N: 0.5600 4.5311 0.1562
C: 0.8907 5.8860 0.6198
C: 1.6654 6.4515 -0.5627
C: 0.9183 5.8790 -1.7706
C: 0.4163 4.4969 -1.3153
H: 0.9675 2.3141 4.1824
H: 0.3107 3.9540 4.0255
H: 2.6529 3.6161 5.3380
H: 2.5052 4.9431 4.1867
H: 3.7326 2.1962 3.6796
H: 4.4428 3.7630 3.3069
H: 3.0301 2.2862 1.4263
H: 3.0866 4.0425 1.3699
H: -2.1591 4.4915 0.2616
H: -2.1317 5.4311 1.7562
H: -3.8979 3.0747 1.0260
H: -4.3403 4.5236 1.9283
H: -3.9023 2.2695 3.3425
H: -3.0968 3.7407 3.8969
H: -1.9239 1.5421 2.1397
H: -1.2270 2.2402 3.6140
H: 1.4657 5.8443 1.5454
H: -0.0145 6.4724 0.8087
H: 2.6938 6.0848 -0.5375
H: 1.6944 7.5394 -0.5605
H: 1.5495 5.8054 -2.6539
H: 0.0738 6.5194 -2.0262
H: 1.0073 3.6791 -1.7259
H: -0.6223 4.3338 -1.6113
F: -0.8517 -4.1307 -0.8116
C: 0.0248 -4.2728 0.1786
F: -0.6091 -4.8424 1.2139
F: 0.9912 -5.0930 -0.2263
C: 0.6271 -2.9257 0.6500
O: 1.4349 -2.9521 1.5630
O: 0.1643 -1.9110 0.0128

2S+1 = 5
orbital gap (alpha / beta) = 0.2291 / 0.1310 hartree
total charge = +2
HOMO level (alpha / beta) = -0.4441 / -0.4423 Ha
F_max = 0.054 hartree/bohr

=====

Below is a molecular structure, C32H35I2KN4O5, with properties calculated with ωB97M-V/def2-TZVPD.

Element x y z (Å)
K: -0.5708 -0.3697 -0.0397
I: 7.0176 -1.9571 3.7777
C: 5.2604 -1.6951 2.6662
C: 4.7147 -2.7665 1.9806
C: 3.5572 -2.5734 1.2494
I: 2.7163 -4.1777 0.2072
C: 2.8795 -1.3221 1.1487
O: 1.8301 -1.1426 0.4616
C: 3.4864 -0.2527 1.8982
C: 2.7772 1.0722 1.9003
N: 2.6758 1.6487 0.5582
C: 1.7139 2.7492 0.5344
C: 1.2247 2.9929 -0.8644
C: 1.4990 4.1639 -1.5589
C: 0.9923 4.3219 -2.8386
C: 0.2376 3.3018 -3.3906
C: 0.0253 2.1571 -2.6341
N: 0.5038 2.0050 -1.4015
C: 4.6429 -0.4465 2.6211
H: 5.1811 -3.7420 2.0117
H: 3.3137 1.7724 2.5509
H: 1.7725 0.9290 2.3321
H: 2.3102 0.9058 -0.0340
H: 2.1827 3.6585 0.9269
H: 0.8343 2.5310 1.1548
H: 2.0929 4.9371 -1.0883
H: 1.1837 5.2320 -3.3962
H: -0.1936 3.3775 -4.3796
H: -0.5670 1.3373 -3.0209
H: 5.0680 0.3893 3.1657
N: -1.4587 4.0768 0.9929
C: -2.7685 4.4856 0.4973
C: -3.1952 3.6636 -0.7115
C: -3.6151 2.2388 -0.3622
C: -4.2627 1.5020 -1.5288
N: -3.3423 1.3650 -2.6527
H: -1.4308 3.0885 1.2451
H: -1.2242 4.5862 1.8367
H: -2.7004 5.5405 0.2081
H: -3.5646 4.4177 1.2593
H: -2.3854 3.6478 -1.4440
H: -4.0460 4.1648 -1.1915
H: -4.3332 2.2717 0.4679
H: -2.7731 1.6512 0.0159
H: -5.1307 2.0836 -1.8655
H: -4.6449 0.5381 -1.1615
H: -3.8306 1.0493 -3.4826
H: -2.6730 0.6122 -2.4785
C: -4.0961 -1.8419 2.9890
C: -3.0495 -0.8196 2.5449
O: -2.8761 -0.7006 1.3387
C: -2.3404 -0.0545 3.5710
C: -2.6424 -0.2863 4.9279
C: -2.0382 0.3881 5.9601
C: -1.0658 1.3568 5.6421
C: -0.7351 1.6196 4.3449
C: -1.3434 0.9371 3.2269
O: -0.9934 1.2344 2.0525
H: -4.5118 -2.2903 2.0900
H: -4.8957 -1.3725 3.5650
H: -3.6495 -2.6207 3.6096
H: -3.3868 -1.0331 5.1749
H: -2.2975 0.1757 6.9895
H: -0.5674 1.8988 6.4403
H: 0.0196 2.3566 4.0940
O: -2.0422 -0.8941 -4.5640
C: -1.1999 -1.1863 -3.6977
O: -1.2639 -0.9524 -2.4592
C: 0.0812 -1.8770 -4.1802
C: 0.2152 -2.2185 -5.5225
C: 1.3680 -2.8371 -5.9842
C: 2.4060 -3.1173 -5.1029
C: 2.2819 -2.7761 -3.7627
C: 1.1245 -2.1593 -3.3045
H: -0.6088 -1.9813 -6.1835
H: 1.4611 -3.0993 -7.0329
H: 3.3098 -3.5984 -5.4601
H: 3.0823 -2.9901 -3.0650
H: 1.0313 -1.8900 -2.2602

relative energy (zero: lowest compared OMol25 entry of this formula, charge and spin) = 4.0 kcal per mole
orbital gap = 0.2186 hartree
total charge = -2
HOMO level = -0.0885 Ha
F_max = 0.003 hartree/bohr

=====

Calculated E, -45219.404 -46765.077 -253931.428 -126366.860 -119297.607 -82481.805 eV (same order as the records).